Below is a 26-piece molecular cluster, C56H175N11O32 overall in a non-equilibrium geometry, with properties calculated with the ωB97M-V functional and the def2-TZVPD basis.

The geometry in ORCA input format:
```
! wB97M-V def2-TZVPD RIJCOSX def2/J DEFGRID3
* xyz 0 1
N -5.625 -0.193 -5.987
C -6.620 5.544 1.693
H 1.522 3.954 -5.825
O 2.379 2.678 4.897
H 2.707 0.064 -6.108
C -0.589 2.381 -4.612
H -0.080 0.626 9.176
H -3.580 -3.414 -0.336
H -3.914 -1.262 3.217
H 3.150 0.493 -0.523
H -1.442 2.626 8.632
O 5.475 -4.422 6.034
H -1.287 4.013 -0.721
C -3.391 3.556 3.639
H 6.906 1.238 -2.526
H 3.366 2.784 2.190
O 3.794 2.745 -4.579
H 4.982 -4.943 5.396
H -4.997 -2.988 -5.919
H 5.887 -4.456 -1.659
H 6.629 -2.280 -1.739
H -1.526 0.382 2.161
C -1.241 5.027 -1.118
H 1.101 -6.592 -3.975
H -3.634 5.394 -0.722
H 0.828 4.505 -4.264
C 5.503 -2.836 -4.155
C -2.344 -0.178 6.717
H -3.735 -0.566 0.477
O -2.332 3.048 6.910
H -3.973 -4.923 -4.537
H 0.173 1.612 -4.746
H -5.873 0.274 4.234
N -1.975 0.250 -4.227
H -0.301 3.567 6.700
O -5.364 0.931 -1.917
H 6.207 -3.891 3.611
H -4.736 -0.465 -4.160
H -4.799 0.087 -6.496
H -1.472 4.439 5.706
H 1.231 6.650 3.066
C 1.867 -1.156 3.081
H 1.847 -0.577 5.149
H 2.952 3.764 -1.209
O -4.799 3.808 -2.012
C 5.163 -3.032 5.748
H -3.352 2.496 -3.688
H 5.857 -5.389 -3.071
H -6.497 -2.133 -3.426
H 2.148 -4.737 -4.956
C -3.670 -2.367 -0.627
H -0.505 1.809 1.994
H 0.933 -7.796 0.927
H -2.718 0.284 5.804
H -2.306 0.246 -3.273
H 0.307 -0.276 4.176
H -4.818 -1.160 -1.891
H 5.787 0.840 -4.495
H 0.339 -2.251 2.214
H -3.595 -2.996 3.165
H 7.960 1.072 0.911
C 3.707 4.276 -0.612
H -0.122 2.181 -0.343
C -6.474 -0.623 4.085
O 6.456 -1.302 1.470
H 4.550 -2.722 -3.638
H 4.031 -4.815 -3.815
H -5.787 3.116 4.191
O 4.025 -4.809 1.693
H -2.601 3.610 2.890
H -0.980 1.107 -1.351
H -7.909 0.341 2.836
H 2.015 0.455 0.513
H 2.059 -1.130 -2.207
C -2.027 -5.857 -1.087
H 2.568 3.009 5.775
H 2.997 1.051 -4.998
H -4.400 -2.514 -2.502
H 3.089 -5.617 -1.727
C -1.364 0.749 7.582
C 1.253 -3.067 5.673
C 0.650 4.383 -5.333
C -0.771 -5.679 0.908
C 3.565 4.281 0.953
H -1.643 -5.215 1.370
H 1.413 1.401 -2.212
C 0.071 -6.390 2.052
O -2.755 -2.065 1.631
H 4.393 4.829 1.403
H 4.361 2.779 -2.671
O 0.464 -2.114 4.885
H 0.380 -0.942 1.585
C 0.916 -5.646 -3.466
H 4.553 -1.765 4.025
C 1.144 -0.938 4.399
C -3.246 -4.140 -4.323
O 5.337 1.813 -6.571
H 2.646 -1.906 3.217
C 2.279 4.799 1.500
C -4.460 -2.312 -5.253
C -6.828 4.312 2.640
H -2.981 1.941 8.550
H 5.569 2.658 1.067
O 5.252 -3.736 -5.305
H 4.097 -3.508 3.910
O 3.285 -5.270 -3.417
C 5.221 0.966 -3.572
H 0.551 5.449 -5.535
H 2.072 5.811 1.151
H 0.725 -3.989 5.917
H 1.791 5.993 4.562
H -1.766 5.004 -2.074
H -0.122 -2.617 -5.975
H -0.931 -5.852 -4.042
H -0.530 -0.376 -5.154
H -5.681 1.388 -2.699
H -3.589 -2.008 -5.833
O 0.108 5.169 -1.474
H -0.482 0.902 6.961
C -1.859 1.571 -4.952
H -2.328 -1.015 -1.490
H -3.535 2.549 4.031
C -0.123 1.144 -0.679
C -2.074 2.051 7.956
C 2.643 0.159 2.737
H -8.682 -0.076 5.567
H -0.010 -4.691 3.447
H -7.232 -0.638 -4.168
H 4.698 3.994 -0.968
O -0.433 0.367 0.470
H -5.595 4.848 4.351
H 0.495 -0.769 -2.696
H -1.766 1.221 -5.980
C 4.832 -2.789 4.273
H -6.861 3.457 1.965
C -1.216 3.463 6.117
H -0.400 -4.096 -5.809
N -4.727 -2.131 -1.628
H -5.895 -1.191 3.358
H 5.299 -2.412 -6.883
H 1.857 0.901 2.596
H -1.430 7.149 1.635
H 1.812 -6.457 0.949
H 1.513 4.115 1.136
C 6.876 1.080 1.029
O -1.089 -6.449 -0.222
O 0.153 -0.972 -5.461
H 4.325 0.346 -3.617
H 4.183 -2.784 6.155
H -6.392 6.471 2.219
H -7.921 5.498 3.673
H -0.144 -4.878 0.516
C 2.107 -4.739 -3.867
H -7.187 -2.144 -5.033
N -3.227 5.876 0.066
H 6.277 -1.986 2.121
C 1.273 0.736 -1.360
H 5.848 -2.339 6.236
H 1.973 -3.561 5.020
C 4.636 -3.123 -6.390
H 7.310 -0.097 2.947
C -5.256 -1.082 -4.893
H -3.209 3.292 -5.198
O 6.508 2.483 1.172
H 7.401 -5.218 -2.311
H 3.751 3.674 -4.815
H 3.608 -4.079 1.236
O 2.794 -5.643 -0.817
N 1.241 -7.050 1.534
H -0.608 2.651 -3.556
H -5.919 1.280 0.000
H 6.430 0.781 0.081
N 1.061 -1.606 1.925
H 1.453 -4.794 2.757
H -5.695 4.145 -2.088
N -0.793 0.066 8.732
H 0.226 7.204 -1.887
H -1.724 -4.866 -1.426
H 5.949 2.545 -6.493
H -1.656 7.059 -0.791
O 5.961 -2.971 3.492
H -2.577 -4.103 -5.183
H 7.267 -1.375 -2.883
O 6.145 0.654 -2.495
H 0.521 5.106 3.702
H -2.161 -2.703 -2.233
H 3.085 0.622 3.619
C -1.142 1.113 1.448
H -4.809 -1.864 1.168
H 4.830 -4.973 1.202
H -1.753 -1.062 6.475
C -3.177 2.300 -4.746
H 5.068 -0.378 -1.247
H -2.054 1.603 1.110
C 4.720 2.461 -3.650
H -2.042 -6.550 -1.928
H -2.231 -1.895 3.534
C 6.724 -3.355 -3.334
H 2.523 3.430 4.321
H 5.617 0.103 2.658
H -3.239 4.383 4.333
O -3.992 -2.951 -4.086
H 3.595 5.318 -0.911
N 2.270 0.950 -0.330
H -0.527 -7.153 2.552
C -5.821 1.823 -0.940
C -3.830 -1.615 0.758
H 0.957 -5.903 -2.408
C 6.572 -0.030 2.148
N 3.775 2.906 1.275
H 1.556 6.119 -2.744
H -8.730 4.704 2.514
H -0.103 6.294 -3.206
O -8.657 0.521 4.815
H 7.504 -3.536 -4.074
H -8.484 -1.136 3.634
O -6.515 -1.511 5.261
H 3.329 2.336 0.571
H -1.092 5.490 1.671
H 4.408 -3.858 -7.162
O -4.483 3.935 2.758
C -6.628 -1.532 -4.325
C -4.817 2.962 -0.793
H 4.675 1.982 -5.901
H -3.998 1.750 -5.206
C 0.556 6.268 -2.338
H -3.225 -0.510 7.267
H -0.981 2.761 5.316
H 3.699 -2.732 -5.991
C -2.322 -2.095 -1.343
H 0.027 6.649 0.832
H 2.238 -2.593 0.757
C 6.486 -4.671 -2.544
C 1.132 -0.713 -1.813
C -1.007 6.358 1.017
H -5.008 3.523 0.122
C 1.422 5.707 3.577
H 5.086 -1.284 -0.034
H 2.841 -4.733 -0.523
C -7.945 -0.200 3.782
N 7.247 -2.324 -2.537
H 3.340 0.052 1.906
H -6.514 -2.413 4.931
H 5.697 -1.830 -4.528
H 3.353 -2.270 -0.214
H -7.460 5.666 1.010
H -5.852 5.364 0.940
H -2.726 -0.324 -4.584
O 2.420 4.964 2.964
H -3.842 2.480 -0.718
O 2.383 0.365 -5.259
H -1.488 -2.266 -0.662
C -1.798 6.134 -0.232
H -6.774 2.297 -1.173
O -0.455 3.488 -5.537
H 2.037 -3.709 -3.517
H 0.972 -0.555 -5.197
O -0.369 -3.400 -6.466
C -5.676 4.040 3.624
H 0.842 -1.369 -0.992
O 4.515 -0.967 -0.734
O -0.261 -5.165 -4.013
N -8.101 4.579 3.295
H -2.606 -4.350 -3.466
H 5.555 3.137 -3.834
H -3.263 5.192 0.808
H 0.967 -6.000 4.010
H -6.017 -0.761 -6.726
C 0.671 -5.470 3.105
H -2.977 -5.761 -0.560
C -3.161 -2.014 2.978
H -0.105 -0.592 8.393
O 2.930 -3.001 0.238
H 1.682 -2.621 6.570
*
```

Values from the calculation:
HOMO level   -8.127 eV
Kohn-Sham gap   0.28306 Eh

Atomic partial charges in e from the Löwdin method, atoms 1 to 2:
1. N 0.04
2. C -0.06

Below is C19H30N7STm as an isolated structure in a non-equilibrium geometry, with properties calculated with the ωB97M-V functional and the def2-TZVPD basis.

The geometry in ORCA input format:
```
! wB97M-V def2-TZVPD RIJCOSX def2/J DEFGRID3
* xyz 4 3
H 3.049 1.888 0.943
H 1.084 0.085 -5.304
H 2.342 -0.938 -1.591
C -0.271 -0.375 -3.827
C 0.769 1.841 -2.559
H 2.115 1.985 -4.319
C -3.996 1.497 1.367
C 1.940 2.097 3.355
H 0.418 -5.376 1.700
C -0.290 -0.402 -2.295
N 2.088 2.204 0.796
H 2.983 0.564 -1.958
H 0.845 -3.158 0.775
H -4.884 1.142 1.870
H 1.521 0.354 4.490
C 2.143 -0.074 -2.146
S -3.931 3.097 0.808
H 1.841 3.886 2.193
N 0.839 0.518 -1.813
C -0.392 -4.670 1.637
H 0.416 2.851 1.976
H 2.495 -0.554 2.493
C -0.212 -3.384 1.144
H 0.034 -1.359 -1.947
C -2.520 -0.672 1.133
H -3.713 -4.253 2.766
H 1.445 2.601 -2.147
N -1.929 1.579 0.371
H 3.093 -0.016 -4.149
N 1.507 -0.261 2.434
H 2.174 -1.491 -3.951
C 2.235 -0.463 -3.666
H -0.257 2.205 -2.440
C -2.425 -2.771 1.814
H -1.056 0.127 -4.294
C 1.061 1.680 -4.016
N -3.246 -1.618 1.658
C -1.196 -2.416 1.299
H 3.022 1.951 3.302
H 0.098 0.923 3.595
H -1.265 -0.099 -1.882
H -0.344 -1.334 -4.344
Tm 0.316 0.571 0.541
H 0.313 2.217 -4.650
N 0.999 0.195 -4.328
C -2.325 2.807 0.272
H -1.754 3.638 -0.236
C -2.914 0.788 0.935
H 2.190 2.929 0.087
C -2.697 -4.082 2.287
C 1.553 2.820 2.104
C 1.183 0.743 3.523
H -4.263 -1.547 1.732
N -1.273 -1.063 0.846
H 0.952 -1.139 2.593
H -1.863 -5.969 2.566
H 1.628 2.669 4.257
C -1.676 -4.972 2.203
*
```

Values from the calculation:
HOMO level (spin up / spin down)   -19.467 / -19.467 eV
<S²>   2.0020
Kohn-Sham gap (spin up / spin down)   0.27678 / 0.26608 Eh

Atomic partial charges in e from the natural (NBO) method, atoms 1 to 2:
1. H 0.42
2. H 0.47

Below is H27O14 as an isolated structure in a non-equilibrium geometry, with properties calculated with the ωB97M-V functional and the def2-TZVPD basis.

The geometry in ORCA input format:
```
! wB97M-V def2-TZVPD RIJCOSX def2/J DEFGRID3
* xyz -1 1
O 3.923 -2.630 1.498
O -4.170 0.078 -2.964
H -1.375 1.802 0.656
H 0.734 3.581 -0.731
O 0.208 -1.879 3.547
O -1.791 -2.187 -0.831
O 4.165 1.651 -0.883
O 0.004 0.614 -1.289
H -2.664 0.532 1.140
H 4.069 2.533 -0.516
H 1.072 0.799 0.150
H 1.511 0.016 -2.800
H -1.722 -1.781 -1.752
H 3.343 -3.320 1.800
H -3.327 -3.934 0.867
O 1.836 0.681 -3.399
H -2.254 2.977 0.040
H -1.368 -0.155 1.054
H 3.628 -2.273 0.658
O 2.310 -0.625 2.749
H 0.817 1.711 1.302
O 0.636 4.134 0.045
H -0.127 1.506 -1.515
H -0.277 -1.447 2.848
H -0.784 -0.099 -1.862
O 1.518 1.508 0.676
H 2.434 -0.392 1.830
H -0.045 3.756 0.607
O -2.211 -0.226 1.529
H -4.297 -0.409 -2.152
H 3.796 1.075 -0.230
H 2.410 1.304 -2.951
H -1.031 -0.869 -3.466
H -0.183 -1.716 4.398
H -2.434 -2.757 1.408
H -3.249 -0.022 -3.235
H 3.096 -1.101 3.018
H -2.385 -1.615 -0.346
O -3.210 -3.271 1.543
O -1.500 2.747 0.572
O -1.542 -0.539 -2.723
*
```

Values from the calculation:
HOMO level   -6.406 eV
Kohn-Sham gap   0.32866 Eh

Atomic partial charges in e from the natural (NBO) method, atoms 1 to 2:
1. O -0.96
2. O -0.99

no.,DFT total energy (eV)
1,-142808.7373
2,-70948.7791
3,-29104.7329